[1]
Below is a cluster of 8 separate species, C32H84N4O16 in total in a non-equilibrium geometry, with properties calculated with ωB97M-V/def2-TZVPD.

CARTESIAN COORDINATES (ANGSTROEM)
C 4.03636 2.04119 4.73888
O 2.76886 1.46830 4.53109
C 2.88009 0.22793 3.81488
C 1.43975 -0.23185 3.46812
N 0.96886 0.56094 2.30892
C -0.54331 0.45133 2.15381
C -0.94427 1.33850 0.98715
O -0.82791 2.73389 1.36034
C -2.01100 3.45983 1.70757
H 4.64265 2.02244 3.86983
H 4.54764 1.49970 5.52435
H 3.85332 3.05383 5.09470
H 3.36058 -0.54001 4.42666
H 3.46320 0.36605 2.87539
H 0.84933 -0.09948 4.35460
H 1.46035 -1.31639 3.19640
H 1.14521 1.52744 2.43159
H -1.09092 0.77588 3.08720
H -0.77589 -0.61261 1.97437
H -1.93148 1.05724 0.50884
H -0.19200 1.09949 0.22612
H -1.68634 4.28876 2.37107
H -2.58451 2.75770 2.32327
H -2.54144 3.81102 0.88946
C -4.89316 -0.00019 3.57986
O -4.27763 -1.14869 2.94250
C -5.16641 -1.70329 1.99205
C -5.07305 -1.09100 0.61682
N -3.71740 -1.31158 0.11892
C -3.55513 -2.58368 -0.48611
C -4.15464 -2.76821 -1.84241
O -3.58283 -1.82918 -2.73145
C -3.80581 -2.09498 -4.08885
H -5.11290 0.78825 2.80188
H -4.28938 0.26149 4.47392
H -5.87501 -0.29259 3.95187
H -6.16970 -1.66534 2.39465
H -4.95255 -2.78179 1.86597
H -5.12965 -0.05834 0.63234
H -5.86019 -1.51343 -0.10213
H -3.37549 -0.52395 -0.40774
H -3.90044 -3.35617 0.14117
H -2.50256 -2.84242 -0.58648
H -5.27060 -2.63140 -1.80284
H -3.94953 -3.79638 -2.23573
H -4.90856 -2.08659 -4.32594
H -3.34050 -3.09868 -4.30668
H -3.27128 -1.35618 -4.61169
C -0.50767 3.92039 -2.19437
O -1.92634 3.98045 -1.98878
C -2.72623 3.25652 -2.98672
C -3.37386 2.04588 -2.33750
N -4.12329 2.06292 -1.10730
C -5.11528 3.11260 -0.87709
C -5.77902 2.93156 0.40146
O -5.23439 3.64589 1.49211
C -6.03957 3.91413 2.53978
H -0.06783 4.63971 -1.57407
H -0.30192 4.24009 -3.24549
H -0.06281 2.92977 -1.99036
H -2.19018 2.89009 -3.92147
H -3.52484 3.92280 -3.33589
H -2.60216 1.32100 -2.20336
H -4.07769 1.67645 -3.04898
H -3.45645 2.08624 -0.35243
H -5.94643 3.05739 -1.64663
H -4.67047 4.10365 -0.99628
H -5.80461 1.84499 0.55561
H -6.85207 3.22026 0.30097
H -6.55286 2.96696 2.84702
H -6.82549 4.65249 2.34040
H -5.33615 4.27824 3.32326
C 3.15550 -7.90402 0.35781
O 2.03710 -6.96849 0.32076
C 2.43808 -5.64227 0.53656
C 1.43867 -4.71119 -0.12271
N 1.40609 -4.61095 -1.53426
C 2.60585 -4.07254 -2.21090
C 2.49770 -4.27857 -3.67215
O 3.35480 -3.40696 -4.34340
C 3.21242 -3.41843 -5.77955
H 3.88073 -7.71995 -0.47821
H 2.73291 -8.92261 0.24064
H 3.60694 -7.85544 1.33883
H 3.42460 -5.45563 0.12994
H 2.48715 -5.32913 1.57601
H 1.54552 -3.65749 0.28799
H 0.41324 -4.96974 0.26548
H 1.31517 -5.58412 -1.73736
H 3.56027 -4.50494 -1.88333
H 2.76933 -2.98513 -2.05855
H 1.43985 -4.08060 -3.87453
H 2.68605 -5.33254 -3.88508
H 2.16079 -3.20698 -5.95275
H 3.37166 -4.43592 -6.22146
H 3.96144 -2.73829 -6.21154
C 4.68559 3.32440 0.78998
C 4.69074 3.85581 -0.60554
O 5.30940 3.04395 -1.52100
O 4.07852 2.00303 0.93829
H 4.13825 4.02800 1.43905
H 5.74225 3.30704 1.15182
H 5.18177 4.85805 -0.46447
H 3.72742 4.04188 -0.96422
H 6.24940 3.02718 -1.35756
H 4.40400 1.36703 0.24321
C 4.94912 -1.38609 -2.08348
C 5.03452 -1.57401 -0.53309
O 4.49742 -0.45706 0.22648
O 5.46348 -2.47887 -2.80816
H 5.49197 -0.45453 -2.35396
H 3.94418 -1.17836 -2.40716
H 6.05567 -1.69060 -0.22792
H 4.48616 -2.47556 -0.27632
H 3.52433 -0.61784 0.20469
H 4.87496 -2.76899 -3.51882
C 2.07013 4.32456 3.24759
C 1.71003 4.95216 1.86128
O 1.51793 4.02077 0.81365
O 0.93864 3.61104 3.76308
H 2.50493 5.17826 3.89575
H 2.83281 3.52892 3.08860
H 2.43596 5.65175 1.51175
H 0.74567 5.46351 2.08264
H 0.71564 3.57935 1.02937
H 1.28209 2.93002 4.31271
C 1.19806 -0.53740 -1.36298
C -0.17581 -1.17386 -1.33309
O -0.74389 -1.14075 -2.65687
O 1.88057 -0.86904 -0.14241
H 1.12775 0.56596 -1.56209
H 1.74195 -0.92455 -2.18691
H -0.86316 -0.68408 -0.64383
H -0.01008 -2.22764 -0.96654
H -1.65566 -0.95418 -2.53165
H 1.66032 -0.23463 0.61748

Results
**Frontier orbital gap**: 9.4 eV
**LUMO**: 0.72 eV
**Relative energy (zero: lowest compared OMol25 entry of this formula, charge and spin)**: 94.8 kJ/mol
**HOMO**: -8.68 eV
**Structure (SMILES)**: COCCNCCOC.COCCNCCOC.COCCNCCOC.COCCNCCOC.OCCO.OCCO.OCCO.OCCO
**Largest force on an atom**: 3.66 eV/A

[2]
Below is a cluster of 2 separate species, C4H8N2O in total in a non-equilibrium geometry, with properties calculated with ωB97M-V/def2-TZVPD.

CARTESIAN COORDINATES (ANGSTROEM)
C 0.10122 1.79422 0.87458
C 0.34754 0.36524 0.58739
C -0.54333 -0.66792 0.60469
N 0.11592 -1.82151 0.21358
C 1.34441 -1.48742 -0.02755
N 1.54879 -0.15442 0.19268
H 0.17905 2.17977 1.89542
H 0.48035 2.52203 0.17512
H -0.98617 1.94387 0.77893
H -1.60865 -0.66676 0.71755
H 2.07387 -2.11679 -0.51089
H 2.37880 0.33358 -0.08612
H -2.38439 -1.27198 -1.73072
H -1.05057 -0.55872 -1.89116
O -1.99684 -0.39319 -1.79349

Results
**Frontier orbital gap**: 9.4 eV
**LUMO**: 0.81 eV
**Relative energy (zero: lowest compared OMol25 entry of this formula, charge and spin)**: 118.1 kJ/mol
**HOMO**: -8.60 eV
**Structure (SMILES)**: Cc1cnc[nH]1.O
**Largest force on an atom**: 2.19 eV/A

[3]
Below is a cluster of 2 separate species, C3H6N2O in total in a non-equilibrium geometry, with properties calculated with ωB97M-V/def2-TZVPD.

CARTESIAN COORDINATES (ANGSTROEM)
C 0.78713 1.54495 0.18768
N -0.01413 0.43852 -0.27733
C 0.57799 -0.61241 -0.66950
N -0.11039 -1.69782 -1.15948
C -2.33811 -0.33629 1.02953
O -2.46524 0.58090 1.68960
H 0.37345 1.91595 1.13277
H 0.74098 2.37336 -0.52928
H 1.84739 1.29049 0.35274
H 1.67297 -0.72484 -0.68984
H 0.34999 -2.59286 -1.09858
H -1.08827 -1.70884 -0.89650

Results
**Frontier orbital gap**: 10.2 eV
**LUMO**: 1.10 eV
**Relative energy (zero: lowest compared OMol25 entry of this formula, charge and spin)**: 127.3 kJ/mol
**HOMO**: -9.07 eV
**Largest force on an atom**: 1.39 eV/A

[4]
Below is an isolated molecule of C19H17BrF3NO6 in a non-equilibrium geometry, with properties calculated with ωB97M-V/def2-TZVPD.

CARTESIAN COORDINATES (ANGSTROEM)
O -2.55465 -1.21870 -1.82628
O 1.66030 -2.23801 -0.88610
O -0.53274 -4.48478 -3.59307
F 1.25383 3.03692 5.32298
F 2.91380 2.87836 3.96355
F 0.97220 3.86953 3.40062
Br 2.25091 0.60338 -2.70094
O -0.28275 -2.26884 -3.87656
O 0.04700 0.72561 5.35146
O -1.25773 0.49387 -0.96322
C -1.50463 -0.79774 -1.30583
C 0.76611 -1.39084 -0.76930
C -0.46709 -3.35634 -3.13897
C 0.29631 -0.71299 3.46531
C 2.23886 2.03156 -0.22543
C 1.89107 0.80692 -0.81210
C 0.46518 0.54413 4.04724
C 0.55030 -0.95807 2.13959
C 2.03385 2.24812 1.13872
C 1.27148 -0.16286 -0.06618
C 1.09799 1.55320 3.32624
C 1.05901 0.10867 1.32087
C 1.43709 1.29645 1.97966
N -0.52617 -1.77668 -1.14849
C -0.94188 -0.09297 5.92359
C 1.55807 2.82320 4.02575
C -0.68924 -3.19894 -1.60895
C -4.38130 2.38555 -0.17301
C -2.30176 1.44773 -1.11076
C -3.21812 1.46512 0.13413
H -0.29425 -2.55781 -4.79205
H -0.12042 -1.55287 4.02837
H 2.66437 2.85397 -0.79141
H 0.32802 -1.97230 1.76995
H 2.30151 3.21562 1.53021
H -1.41355 0.43965 6.73629
H -1.75361 -0.36894 5.22888
H -0.55358 -0.99642 6.40170
H -1.68938 -3.54753 -1.36959
H -0.01899 -3.93305 -1.11941
H -5.00574 2.00268 -0.99105
H -5.03621 2.43890 0.72220
H -4.03416 3.38834 -0.46412
H -1.84403 2.44568 -1.29806
H -2.89281 1.24265 -1.99904
H -3.61583 0.45431 0.29451
H -2.64465 1.75373 1.03387

Results
**Frontier orbital gap**: 8.4 eV
**LUMO**: -0.29 eV
**HOMO**: -8.66 eV
**Structure (SMILES)**: CCCOC(=O)N(CC(=O)O)C(=O)c1c(Br)ccc2c(C(F)(F)F)c(OC)ccc12
**Largest force on an atom**: 4.41 eV/A